Record 1
17
Properties=species:S:1:pos:R:3:lowdin_charge:R:1 method="wB97M-V/def2-TZVPD" total_charge=0 spin_multiplicity=1 largest_force_ev_per_a=3.41 molar_mass_g_mol=102.1 relative_energy_kj_mol=199.7 total_energy_ev=-9336.9174 e_homo_ev=-9.61 lumo_ev=0.8
C 1.595 0.330 -1.185 -0.017
C 1.617 -0.101 0.283 -0.494
O 2.503 0.184 1.105 0.016
N 0.478 -0.724 0.849 -0.002
C -0.729 -0.961 0.054 -0.192
C -1.664 0.354 -0.166 -0.263
N -1.607 1.206 1.015 -0.030
H 2.417 1.052 -1.300 0.074
H 0.626 0.785 -1.498 0.054
H 1.823 -0.550 -2.039 0.150
H 0.844 -1.278 1.610 0.134
H -1.321 -1.677 0.628 0.101
H -0.408 -1.526 -0.896 0.124
H -2.650 0.011 -0.501 0.098
H -1.280 0.889 -1.073 0.087
H -0.599 1.382 1.201 0.064
H -1.644 0.624 1.912 0.096



Record 2
17
Properties=species:S:1:pos:R:3:lowdin_charge:R:1 method="wB97M-V/def2-TZVPD" total_charge=0 spin_multiplicity=1 largest_force_ev_per_a=2.31 molar_mass_g_mol=102.1 relative_energy_kj_mol=174.6 total_energy_ev=-9337.1779 e_homo_ev=-8.95 lumo_ev=0.9
C -1.422 -0.935 -2.230 -0.144
N -1.501 -0.153 -1.010 -0.109
C -0.237 -0.115 -0.300 -0.186
C -0.368 0.272 1.151 -0.484
O -1.362 -0.072 1.762 0.068
N 0.601 1.076 1.678 0.000
C 2.006 0.827 1.448 -0.098
H -2.032 -0.524 -3.032 0.072
H -0.412 -0.860 -2.662 0.074
H -1.489 -2.024 -2.093 0.082
H -2.137 -0.621 -0.374 0.098
H 0.615 0.413 -0.732 0.108
H 0.131 -1.167 -0.323 0.130
H 0.394 1.704 2.438 0.137
H 2.596 1.381 2.176 0.084
H 2.373 1.023 0.436 0.077
H 2.241 -0.224 1.667 0.090